Entry 1:
Computed, not measured: a molecular structure, C54H55CrGeN11O6P in a non-equilibrium geometry, with ωB97M-V/def2-TZVPD.

E_HOMO (alpha / beta): -0.4445 / -0.4446 Ha
Strongest force on any atom: 3.383 eV/A
Charge: +2
Multiplicity: 2
<S²>: 0.76
LUMO energy (alpha / beta): -6.82 / -6.29 eV
E: -179782.084 eV

Each line ends with the Mulliken charge.
Positions of all 129 atoms, in Å:
1 Cr -0.38 -0.15 -0.16  -0.51
2 C 0.07 -0.50 5.48  -1.18
3 N -0.41 -0.33 4.13  1.18
4 C 0.27 -0.25 2.98  -1.18
5 N -0.54 0.09 1.99  1.30
6 C -1.75 0.21 2.62  -1.35
7 N -1.68 -0.04 3.89  -1.03
8 C 0.61 0.82 5.96  0.51
9 C -0.03 1.59 6.93  -0.77
10 C 0.50 2.83 7.28  -0.79
11 C 1.63 3.32 6.67  -0.67
12 C 2.26 2.56 5.69  0.05
13 C 1.75 1.31 5.35  0.39
14 C 3.44 2.99 4.96  0.27
15 N 4.16 4.07 5.05  -0.60
16 N 5.12 3.99 4.12  -0.37
17 C 4.95 2.87 3.48  -0.21
18 O 3.89 2.18 3.97  -0.08
19 C 5.66 2.33 2.34  0.37
20 C 6.76 2.98 1.77  -0.60
21 C 7.36 2.44 0.65  -0.88
22 C 6.89 1.25 0.10  -0.88
23 C 5.82 0.58 0.68  0.85
24 C 5.33 -0.74 0.13  -1.48
25 N 3.96 -0.63 -0.30  0.99
26 C 2.84 -0.84 0.40  -0.62
27 N 1.78 -0.53 -0.34  0.81
28 C 2.34 -0.13 -1.52  -1.27
29 N 3.64 -0.17 -1.50  -1.09
30 C 5.20 1.13 1.79  0.50
31 H 0.85 -1.27 5.49  0.27
32 H -0.78 -0.83 6.08  0.48
33 H 1.32 -0.44 2.88  0.70
34 H -2.67 0.49 2.15  0.73
35 H -0.92 1.22 7.40  0.44
36 H 0.00 3.41 8.04  0.44
37 H 2.04 4.29 6.93  0.58
38 H 2.26 0.73 4.60  0.57
39 H 7.11 3.90 2.22  0.55
40 H 8.20 2.93 0.20  0.44
41 H 7.36 0.84 -0.78  0.44
42 H 5.39 -1.51 0.91  0.33
43 H 5.93 -1.04 -0.73  0.47
44 H 2.83 -1.25 1.39  0.56
45 H 1.79 0.19 -2.38  0.75
46 H 4.36 0.63 2.26  0.49
47 N -1.07 2.86 -0.03  0.10
48 P 0.30 2.08 -0.67  3.03
49 C 0.43 2.82 -2.33  0.70
50 C 0.14 2.05 -3.46  -0.01
51 C 0.21 2.62 -4.72  -0.93
52 C 0.56 3.95 -4.86  -0.73
53 C 0.82 4.73 -3.74  -0.91
54 C 0.75 4.17 -2.47  -0.89
55 C 1.62 2.94 0.23  0.03
56 C 1.37 3.51 1.48  -0.45
57 C 2.31 4.34 2.06  -0.97
58 C 3.52 4.58 1.41  -0.54
59 C 3.80 3.94 0.21  -1.23
60 C 2.86 3.11 -0.38  -0.27
61 C -2.28 2.21 -0.12  0.20
62 C -3.48 2.93 -0.04  -1.09
63 C -4.68 2.26 -0.11  -0.81
64 C -4.65 0.88 -0.26  -0.91
65 C -3.43 0.25 -0.30  -0.89
66 N -2.26 0.87 -0.22  1.39
67 H -1.11 3.88 -0.05  0.42
68 H -0.14 1.02 -3.34  -0.50
69 H -0.01 2.02 -5.59  0.50
70 H 0.61 4.40 -5.84  0.45
71 H 1.07 5.77 -3.86  0.44
72 H 0.96 4.78 -1.60  0.52
73 H 0.43 3.32 1.98  0.48
74 H 2.11 4.81 3.00  0.58
75 H 4.23 5.26 1.84  0.40
76 H 4.75 4.10 -0.27  0.50
77 H 3.07 2.64 -1.33  0.66
78 H -3.45 4.01 0.07  0.55
79 H -5.61 2.80 -0.04  0.48
80 H -5.56 0.31 -0.34  0.60
81 H -3.37 -0.83 -0.39  -0.08
82 O 0.16 -2.62 -2.03  -0.67
83 C -0.28 -1.65 -2.65  0.47
84 O -0.64 -0.57 -2.03  0.62
85 C -0.40 -1.59 -4.13  0.28
86 C 0.51 -2.24 -4.96  -0.68
87 C 0.46 -2.12 -6.34  -1.20
88 C -0.55 -1.35 -6.87  0.93
89 O -0.84 -1.08 -8.16  -0.47
90 C -2.04 -0.33 -8.15  -0.31
91 O -2.38 -0.03 -6.81  -0.50
92 C -1.49 -0.71 -6.04  0.45
93 C -1.43 -0.80 -4.67  -0.82
94 H 1.27 -2.86 -4.50  0.57
95 H 1.18 -2.60 -6.98  0.48
96 H -2.85 -0.92 -8.62  0.29
97 H -1.90 0.61 -8.72  0.28
98 H -2.16 -0.32 -4.04  0.58
99 O 1.34 -3.20 1.32  -0.53
100 C 0.38 -2.75 0.87  0.99
101 N -0.65 -2.24 0.49  -0.29
102 C -5.15 -5.24 -2.96  -1.49
103 C -3.73 -4.82 -2.57  0.18
104 C -3.10 -5.75 -1.54  -0.70
105 C -1.81 -5.21 -0.91  -0.97
106 Ge -2.13 -3.50 0.07  1.50
107 C -2.63 -3.70 2.02  -0.69
108 C -3.94 -4.40 2.39  -0.86
109 C -5.17 -3.51 2.19  -0.54
110 C -5.58 -3.35 0.73  -0.72
111 H -5.54 -4.59 -3.74  0.40
112 H -5.82 -5.17 -2.10  0.27
113 H -5.17 -6.27 -3.33  0.37
114 H -3.78 -3.81 -2.17  -0.16
115 H -3.11 -4.80 -3.47  0.37
116 H -2.87 -6.70 -2.02  0.49
117 H -3.84 -5.94 -0.75  0.24
118 H -1.05 -5.06 -1.68  0.47
119 H -1.42 -5.93 -0.19  0.56
120 H -2.79 -2.44 -0.80  -0.72
121 H -2.60 -2.71 2.48  0.21
122 H -1.80 -4.28 2.42  0.55
123 H -3.88 -4.66 3.45  0.43
124 H -4.06 -5.33 1.83  0.28
125 H -4.96 -2.52 2.62  0.29
126 H -6.00 -3.94 2.73  0.35
127 H -4.80 -2.84 0.16  0.05
128 H -6.49 -2.76 0.67  0.45
129 H -5.77 -4.31 0.28  0.24

Entry 2:
Computed, not measured: a molecular structure, C54H55F3Ge2IrNOS5, with ωB97M-V/def2-TZVPD.

E_HOMO (alpha / beta): -0.2858 / -0.2922 Ha
Strongest force on any atom: 0.547 eV/A
Charge: 0
Energy relative to the best compared isomer or geometry (same formula, charge and spin): 1.85 kcal per mole
Multiplicity: 5
<S²>: 6.01
LUMO energy (alpha / beta): 0.47 / -1.58 eV
E: -238635.045 eV

Each line ends with the Mulliken charge.
Positions of all 122 atoms, in Å:
1 Ir 3.20 -0.08 -0.05  2.72
2 F 8.49 -0.03 3.69  -0.31
3 C 7.75 -0.04 2.56  0.64
4 F 8.09 1.06 1.87  -0.22
5 F 8.15 -1.10 1.84  -0.22
6 C 6.28 -0.09 2.87  0.00
7 C 5.84 -0.11 4.18  -0.27
8 C 4.48 -0.17 4.46  -0.87
9 C 3.60 -0.22 3.39  -0.66
10 N 4.03 -0.20 2.13  -0.35
11 C 5.33 -0.12 1.84  0.52
12 S 5.64 -0.04 0.13  -0.51
13 H 6.57 -0.09 4.98  0.51
14 H 4.11 -0.18 5.47  0.51
15 H 2.53 -0.28 3.53  0.70
16 C -4.36 0.69 -4.83  -1.52
17 C -3.70 -0.30 -3.91  1.09
18 C -4.14 -0.48 -2.60  -0.72
19 C -3.58 -1.43 -1.76  0.62
20 C -4.12 -1.64 -0.37  -1.54
21 C -2.53 -2.22 -2.24  0.67
22 C -2.05 -2.05 -3.54  1.01
23 C -0.91 -2.87 -4.08  -1.93
24 C -2.64 -1.09 -4.35  -0.65
25 C -2.04 -3.33 -1.37  -1.03
26 C -2.68 -4.56 -1.53  0.20
27 C -2.34 -5.64 -0.73  -1.07
28 C -1.38 -5.49 0.25  0.08
29 C -0.72 -4.28 0.42  -0.11
30 C -1.03 -3.19 -0.41  0.02
31 Ge 0.06 -1.53 -0.30  -0.49
32 S 2.20 -2.15 -0.26  -0.69
33 S -0.06 0.01 -1.96  -0.24
34 Ge 0.12 1.50 -0.25  0.02
35 S 2.22 2.07 0.17  -0.89
36 S -0.48 -0.03 1.30  0.47
37 C -0.92 3.17 -0.49  0.05
38 C -0.65 3.89 -1.65  -0.66
39 C -1.32 5.08 -1.90  -0.16
40 C -2.25 5.57 -0.99  -1.12
41 C -2.50 4.87 0.17  -0.05
42 C -1.85 3.66 0.44  -0.28
43 C -2.20 2.97 1.72  0.75
44 C -1.35 3.00 2.82  1.22
45 C -0.02 3.71 2.80  -1.72
46 C -1.74 2.36 4.00  -0.94
47 C -2.96 1.71 4.10  0.72
48 C -3.38 1.03 5.38  -1.55
49 C -3.81 1.71 2.99  -0.94
50 C -3.45 2.34 1.81  0.94
51 C -4.39 2.33 0.64  -1.63
52 C 0.39 3.43 -2.63  0.35
53 C 0.06 2.60 -3.69  -0.19
54 C -1.36 2.15 -3.95  -1.00
55 C 1.06 2.20 -4.58  -0.56
56 C 2.37 2.64 -4.45  -0.02
57 C 3.43 2.23 -5.43  -1.39
58 C 2.67 3.51 -3.40  -0.31
59 C 1.70 3.93 -2.50  1.32
60 C 2.04 4.95 -1.45  -1.51
61 C 0.25 -4.20 1.56  0.38
62 C 1.53 -4.74 1.46  0.65
63 C 2.03 -5.40 0.21  -1.80
64 C 2.39 -4.64 2.56  -0.88
65 C 2.00 -4.03 3.74  0.78
66 C 2.93 -3.93 4.91  -1.47
67 C 0.70 -3.54 3.83  -0.98
68 C -0.19 -3.64 2.77  0.94
69 C -1.63 -3.21 2.96  -1.51
70 H -5.10 1.28 -4.30  0.35
71 H -4.86 0.17 -5.65  0.37
72 H -3.63 1.37 -5.27  0.31
73 H -4.97 0.12 -2.24  0.31
74 H -5.03 -1.07 -0.23  0.50
75 H -3.39 -1.32 0.38  0.09
76 H -4.33 -2.69 -0.19  0.36
77 H -0.49 -3.53 -3.33  0.27
78 H -0.11 -2.22 -4.44  0.29
79 H -1.24 -3.48 -4.93  0.43
80 H -2.27 -0.96 -5.37  0.28
81 H -3.45 -4.65 -2.29  0.52
82 H -2.85 -6.59 -0.87  0.42
83 H -1.12 -6.32 0.90  0.51
84 H -1.11 5.62 -2.82  0.56
85 H -2.77 6.50 -1.19  0.40
86 H -3.20 5.25 0.90  0.59
87 H 0.09 4.36 1.93  0.28
88 H 0.80 3.00 2.78  0.09
89 H 0.09 4.32 3.70  0.55
90 H -1.07 2.37 4.85  0.36
91 H -2.60 1.09 6.13  0.36
92 H -3.62 -0.02 5.20  0.32
93 H -4.28 1.50 5.78  0.35
94 H -4.77 1.21 3.06  0.39
95 H -5.21 1.63 0.81  0.43
96 H -3.87 2.06 -0.28  0.16
97 H -4.83 3.32 0.48  0.36
98 H -2.03 2.42 -3.14  0.27
99 H -1.41 1.07 -4.08  -0.18
100 H -1.73 2.62 -4.87  0.52
101 H 0.80 1.54 -5.40  0.37
102 H 3.03 1.56 -6.19  0.37
103 H 4.26 1.72 -4.94  0.26
104 H 3.84 3.10 -5.93  0.37
105 H 3.68 3.89 -3.30  0.40
106 H 3.11 5.14 -1.42  0.40
107 H 1.73 4.62 -0.46  0.20
108 H 1.52 5.89 -1.65  0.35
109 H 1.33 -5.30 -0.62  0.17
110 H 2.20 -6.47 0.38  0.49
111 H 2.98 -4.96 -0.10  0.38
112 H 3.39 -5.04 2.47  0.32
113 H 3.91 -4.35 4.67  0.37
114 H 2.53 -4.47 5.77  0.36
115 H 3.07 -2.89 5.21  0.26
116 H 0.36 -3.11 4.77  0.39
117 H -1.83 -2.98 4.00  0.51
118 H -2.31 -4.01 2.65  0.32
119 H -1.88 -2.34 2.37  0.11
120 O 3.18 0.34 -2.52  -0.59
121 H 3.69 1.13 -2.73  0.33
122 H 2.26 0.54 -2.75  0.09

Entry 3:
Computed, not measured: a molecular structure, C54H56N5O8P3SSiY, with ωB97M-V/def2-TZVPD.

E_HOMO: -0.3754 Ha
Strongest force on any atom: 0.622 eV/A
Charge: +1
Energy relative to the best compared isomer or geometry (same formula, charge and spin): 2.75 kcal per mole
Multiplicity: 1
LUMO energy: -3.90 eV
E: -128349.222 eV

Each line ends with the Mulliken charge.
Positions of all 129 atoms, in Å:
1 Y -0.53 1.09 -0.37  -0.78
2 O 0.76 -3.74 1.86  -0.81
3 S 0.96 -2.43 1.20  1.36
4 C 1.33 -2.82 -0.51  0.00
5 C 1.04 -4.09 -0.97  -0.08
6 C 1.62 -4.55 -2.14  -1.14
7 C 2.49 -3.73 -2.84  -0.88
8 C 2.78 -2.45 -2.39  -0.59
9 C 2.22 -1.98 -1.21  -0.05
10 P 2.52 -0.31 -0.51  0.79
11 C 3.67 0.57 -1.62  0.66
12 C 4.91 0.02 -1.98  -0.75
13 C 5.80 0.76 -2.73  -0.88
14 C 5.50 2.07 -3.10  -0.86
15 C 4.29 2.63 -2.71  -0.36
16 C 3.39 1.88 -1.97  0.26
17 C 3.65 -0.57 0.91  1.26
18 C 4.14 0.57 1.54  -0.63
19 C 4.98 0.46 2.64  -0.77
20 C 5.35 -0.79 3.11  -0.75
21 C 4.89 -1.93 2.46  -0.61
22 C 4.04 -1.82 1.37  -0.43
23 C -0.69 -1.68 1.18  0.34
24 C -1.61 -1.86 0.15  -0.45
25 C -2.94 -1.52 0.34  -0.49
26 C -3.34 -0.99 1.57  -1.58
27 C -2.42 -0.83 2.60  0.50
28 C -1.08 -1.20 2.45  0.00
29 P 0.13 -1.35 3.86  0.10
30 C -0.20 0.12 4.90  0.11
31 C 0.18 0.02 6.25  -0.79
32 C 0.10 1.12 7.08  -0.64
33 C -0.34 2.34 6.58  -0.79
34 C -0.71 2.45 5.25  -0.91
35 C -0.63 1.34 4.41  0.97
36 C -0.70 -2.66 4.85  0.46
37 C -1.88 -2.43 5.57  -0.07
38 C -2.46 -3.45 6.30  -0.82
39 C -1.87 -4.71 6.33  -0.45
40 C -0.70 -4.94 5.63  -0.73
41 C -0.12 -3.92 4.89  -0.36
42 H 0.42 -4.74 -0.35  0.59
43 H 1.41 -5.55 -2.50  0.42
44 H 2.96 -4.09 -3.75  0.51
45 H 3.43 -1.81 -2.97  0.36
46 H 5.17 -0.98 -1.66  0.49
47 H 6.75 0.33 -3.01  0.47
48 H 6.21 2.64 -3.67  0.42
49 H 4.06 3.65 -2.97  0.50
50 H 2.44 2.32 -1.68  -0.33
51 H 3.90 1.55 1.16  0.28
52 H 5.36 1.35 3.12  0.47
53 H 6.01 -0.88 3.96  0.43
54 H 5.18 -2.91 2.82  0.48
55 H 3.70 -2.73 0.87  0.35
56 H -1.28 -2.32 -0.78  0.20
57 H -3.66 -1.66 -0.45  0.50
58 H -4.37 -0.72 1.73  0.36
59 H -2.76 -0.44 3.55  0.39
60 H 0.52 -0.93 6.65  0.50
61 H 0.39 1.03 8.12  0.43
62 H -0.41 3.20 7.23  0.40
63 H -1.06 3.39 4.86  0.39
64 H -0.93 1.44 3.38  0.00
65 H -2.32 -1.44 5.59  0.31
66 H -3.36 -3.27 6.86  0.42
67 H -2.33 -5.51 6.90  0.40
68 H -0.23 -5.92 5.65  0.42
69 H 0.79 -4.11 4.32  0.40
70 O -6.72 6.03 0.52  -0.61
71 N -6.33 5.34 -0.40  1.04
72 O -6.68 5.43 -1.56  -0.61
73 C -5.30 4.34 -0.09  -1.19
74 C -4.85 3.51 -1.07  -0.35
75 C -3.85 2.58 -0.77  -0.45
76 C -3.24 2.49 0.52  1.51
77 O -2.21 1.78 0.80  1.53
78 C -3.86 3.31 1.50  -1.34
79 C -4.82 4.24 1.22  -0.36
80 N -3.48 3.17 2.90  1.07
81 O -3.51 2.05 3.36  -0.53
82 O -3.26 4.19 3.52  -0.60
83 N -3.51 1.67 -1.82  0.84
84 O -2.65 0.78 -1.62  -0.35
85 O -4.10 1.72 -2.87  -0.66
86 H -5.26 3.56 -2.06  0.75
87 H -5.20 4.89 2.00  0.68
88 C -1.54 -1.68 -3.45  -1.80
89 P -0.42 -0.24 -3.28  2.40
90 C -1.20 0.97 -4.43  -1.61
91 C 0.99 -0.70 -4.34  0.31
92 C 1.97 0.27 -4.56  -0.61
93 C 3.06 0.02 -5.38  -0.56
94 C 3.17 -1.21 -6.02  -0.83
95 C 2.18 -2.17 -5.84  -0.75
96 C 1.10 -1.92 -5.00  -0.56
97 H -1.80 -1.85 -4.50  0.67
98 H -2.46 -1.48 -2.90  0.20
99 H -1.07 -2.57 -3.05  0.34
100 H -1.18 0.57 -5.44  0.60
101 H -0.64 1.90 -4.41  0.32
102 H -2.23 1.17 -4.14  0.44
103 H 1.87 1.24 -4.09  0.32
104 H 3.80 0.78 -5.53  0.50
105 H 4.01 -1.41 -6.66  0.43
106 H 2.25 -3.12 -6.35  0.49
107 H 0.36 -2.69 -4.87  0.37
108 N 0.56 3.17 2.05  -0.57
109 N 1.06 2.08 1.27  0.32
110 H 0.18 3.86 1.40  -0.42
111 H 1.32 3.62 2.56  0.33
112 H 1.36 1.36 1.92  0.16
113 H 1.91 2.34 0.76  -0.01
114 C 1.60 5.17 -0.68  -0.92
115 Si -0.18 4.83 -1.26  0.15
116 C -1.38 5.42 0.07  -0.83
117 C -0.51 5.89 -2.76  -1.34
118 C -0.31 3.01 -1.66  1.10
119 H 2.08 5.88 -1.36  0.46
120 H 2.22 4.27 -0.67  0.06
121 H 1.65 5.62 0.32  0.39
122 H -1.11 6.43 0.40  0.56
123 H -1.46 4.79 0.96  0.13
124 H -2.39 5.49 -0.35  0.13
125 H -0.46 6.96 -2.53  0.34
126 H -1.51 5.69 -3.17  0.36
127 H 0.21 5.69 -3.55  0.30
128 H -1.20 2.90 -2.31  0.43
129 H 0.52 2.86 -2.37  -0.07

- What is the E in the second record?
  -238635.045 eV